[1]
The following is a quantum chemistry calculation of a molecular structure, C5H8AgLiO4 in a non-equilibrium geometry, from OMol25.

As for the net charge: 0. As for the LUMO energy: -1.558 eV. As for the molecular weight: 246.9 Da. The energy relative to the best compared isomer or geometry (same formula, charge and spin) is 51.4 kcal per mole. The largest force on an atom is 3.7 eV Å⁻¹. The total energy is -17704.5982 eV. The calculation puts the HOMO-LUMO gap at 6.08 eV.

Structure (XYZ):
```
19
Properties=species:S:1:pos:R:3:lowdin_charge:R:1
H -5.27 0.87 0.99 0.0740
O -2.93 0.76 0.10 -0.3944
Ag -2.94 1.79 -5.86 0.8132
O -1.42 0.94 -4.01 -0.2371
H -5.99 0.05 -0.44 0.0669
H -1.56 -0.60 -2.61 0.1186
H -1.60 -1.08 -4.35 0.1360
H -5.39 -0.91 0.92 0.0684
O -4.10 0.27 -4.49 -0.1098
H -3.81 -1.31 -3.29 0.1234
C -3.84 -0.10 -0.33 -0.5000
Li -1.43 1.59 -0.40 0.6867
C -3.44 -0.31 -3.59 -0.2709
C -5.20 -0.01 0.33 -0.0953
C -1.93 -0.32 -3.62 -0.2302
H -3.47 -1.15 -0.22 0.0900
H -3.80 -0.18 -1.70 0.1135
C -1.18 1.92 -2.99 -0.3522
O -1.11 3.03 -3.51 -0.1006
```


[2]
The following is a quantum chemistry calculation of a molecular structure, C39H52AsN2O5RuS7Sb2 in a non-equilibrium geometry, from OMol25.

As for the net charge: +2. As for the LUMO energy (alpha / beta): -8.187 / -8.439 eV. Its multiplicity is 2. As for the molecular weight: 1272.8 Da. The energy relative to the best compared isomer or geometry (same formula, charge and spin) is 81.1 kcal per mole. The largest force on an atom is 7.8 eV Å⁻¹. The total energy is -206824.9946 eV. The calculation puts the HOMO-LUMO gap (alpha / beta) at 3.81 / 3.56 eV.

Structure (XYZ):
```
109
Properties=species:S:1:pos:R:3:lowdin_charge:R:1
H 1.24 2.47 3.25 0.0512
C -0.91 1.01 4.38 -0.3111
C -6.25 -2.78 -0.33 -0.0567
H 0.12 -4.78 -2.46 0.0224
H -2.57 2.38 -3.51 0.0090
H -1.08 3.59 2.79 0.0467
H -5.41 1.58 -0.46 0.0246
H -0.59 -2.70 3.47 0.1126
O 1.90 -0.06 -0.69 -0.6669
H -6.33 -0.79 -1.10 0.1112
H 4.30 -2.71 4.20 0.1206
H -3.44 -0.82 -3.30 0.0481
Sb -2.93 0.90 -1.26 1.3621
C 2.11 -0.81 -4.51 -0.0755
H 0.58 -3.31 -3.34 -0.0053
C 1.34 -2.23 2.61 -0.3360
H -7.20 -2.71 0.16 0.1117
S 2.33 -1.06 -1.75 0.9090
H 1.14 2.38 -7.11 0.1006
H -4.26 2.51 -2.99 0.0213
H -2.27 3.23 1.52 0.0192
C 2.32 -0.15 -3.31 -0.4304
H -0.10 -1.31 1.56 0.0047
H 2.77 2.99 -6.87 0.0895
C -4.49 1.45 0.12 -0.2529
C 0.26 0.47 4.92 -0.0609
C 0.54 -3.78 -2.36 -0.2997
C -1.70 1.82 5.19 -0.0473
S 0.29 4.88 -3.70 0.9040
H -1.24 -0.45 2.89 0.0457
S 3.01 -3.39 6.71 0.5296
N -0.21 0.06 -2.53 -0.2460
H 1.50 0.23 6.65 0.0976
H -4.65 0.68 0.87 0.0143
C -3.22 2.52 -2.65 -0.2891
H -4.26 2.39 0.60 0.0027
H -2.33 -4.20 -2.57 0.0702
C -1.36 2.03 6.52 -0.0615
H 1.96 -1.88 -4.52 0.1060
H -2.42 -2.57 -3.27 0.0500
H -0.75 4.04 1.11 -0.0018
O 1.99 -4.22 7.29 -0.1320
H 4.36 -1.65 -0.63 0.0529
C -3.80 -2.97 -1.66 -0.2990
H 1.53 -3.85 -1.93 -0.0060
C 2.36 -3.08 4.99 -0.2620
C 4.14 -1.10 -1.54 -0.1653
S 0.09 3.17 -1.28 0.5903
H 4.53 -0.09 -1.47 0.0684
C 1.05 4.11 -2.33 -1.1187
H 5.60 3.75 -0.43 0.0484
C 2.72 -2.29 2.80 -0.0145
H -2.38 0.90 2.83 0.0751
C -2.53 -3.15 -2.36 -0.2662
H 1.84 2.79 1.60 -0.0037
H -0.07 -4.21 1.03 -0.0013
H -1.19 -5.10 -0.02 0.0164
C 2.07 -0.09 -5.68 -0.0051
C -1.21 3.29 1.75 -0.2892
S 3.27 3.77 -0.78 0.8760
H -2.00 2.64 7.14 0.1118
H 1.89 -0.59 -6.62 0.1282
H 5.23 3.69 -2.17 0.0428
C -0.22 1.45 7.05 -0.0548
H 2.69 2.99 -4.46 0.0878
H -4.91 0.02 -2.77 0.0772
H 0.01 1.58 8.10 0.1130
C 2.26 1.29 -5.68 -0.2323
C -1.33 0.64 3.00 -0.2788
C 1.69 5.77 -4.25 -1.4600
C 2.18 2.09 -6.94 -0.0169
C 3.24 -2.69 4.02 -0.0476
C 2.51 1.93 -4.46 -0.0067
O 4.30 -3.94 6.47 -0.1300
C 0.48 -2.68 3.62 -0.0426
H 0.37 -3.38 5.66 0.1211
H -2.60 2.26 4.79 0.1132
C 0.60 0.68 6.24 -0.0495
C 0.99 -3.08 4.84 -0.0541
H 1.44 -1.12 0.89 0.0197
Ru -0.32 0.77 -0.90 0.4679
H -5.91 -4.82 0.24 0.1133
Sb -0.75 -2.63 -1.06 1.4146
C -5.75 -1.70 -1.03 -0.0530
S 3.11 5.53 -3.25 0.9599
C 1.39 2.04 2.26 -0.2385
N 0.81 -1.74 1.41 0.0302
H 2.51 1.50 -7.79 0.0918
C -0.99 -4.15 0.46 -0.2706
H -3.77 -4.99 -0.95 0.1150
H -3.00 3.46 -2.16 0.0050
C -5.52 -3.97 -0.29 -0.0559
H 3.38 -1.97 2.01 0.1045
C -4.32 -4.06 -0.95 -0.0465
As -0.34 1.56 1.50 1.0609
C 4.98 4.16 -1.23 -0.3701
H 5.11 5.24 -1.28 0.0362
C -4.52 -1.76 -1.70 -0.2913
O -0.92 -0.23 -3.45 -0.0001
C -4.06 -0.57 -2.45 -0.2571
H 2.68 1.71 -2.33 0.0540
H 2.08 1.20 2.33 0.0343
C 2.37 4.42 -2.12 -0.9659
C 2.52 1.22 -3.28 -0.0869
H -1.81 -3.90 1.12 0.0108
S 1.69 6.74 -5.57 0.6405
H 4.56 -1.62 -2.40 0.0734
O 2.92 -1.96 6.97 -0.1218
H 0.90 -0.14 4.30 0.0959
```


[3]
The following is a quantum chemistry calculation of a gas-phase ion, C3H6N3 (charge +1) in a non-equilibrium geometry, from OMol25.

As for the net charge: +1. As for the LUMO energy: -4.586 eV. As for the SMILES: C[n+]1ccn[nH]1. As for the molecular weight: 84.1 Da. The energy relative to the best compared isomer or geometry (same formula, charge and spin) is 32.8 kcal per mole. The largest force on an atom is 3.1 eV Å⁻¹. The total energy is -7669.9550 eV. The calculation puts the HOMO-LUMO gap at 11.43 eV.

Structure (XYZ):
```
12
Properties=species:S:1:pos:R:3:lowdin_charge:R:1
N 0.99 -0.13 -0.97 0.0477
H -1.63 1.02 -0.75 0.1075
H 3.22 0.39 1.03 0.1319
C 2.27 0.10 0.62 -0.0453
H 0.70 -0.17 -1.93 0.2051
H -1.85 -0.50 0.06 0.1060
C -1.25 0.39 0.03 0.0441
H 0.68 0.42 2.16 0.1685
H -1.44 0.92 0.96 0.1077
N 0.19 0.18 0.06 -0.0608
C 1.05 0.32 1.12 0.0285
N 2.21 -0.20 -0.72 0.1590
```


[4]
The following is a quantum chemistry calculation of 7 unconnected molecules or ions with the total composition C38H92F6N6O4P in a non-equilibrium geometry, from OMol25.

As for the net charge: +4. As for the LUMO energy (alpha / beta): -8.704 / -8.705 eV. Its multiplicity is 2. As for the molecular weight: 842.2 Da. The largest force on an atom is 4.4 eV Å⁻¹. The total energy is -83588.1329 eV. The calculation puts the HOMO-LUMO gap (alpha / beta) at 2.13 / 7.14 eV.

Structure (XYZ):
```
147
Properties=species:S:1:pos:R:3:lowdin_charge:R:1
C 4.81 3.73 2.12 -0.0882
H 2.89 5.30 1.31 0.1356
H -1.39 3.89 4.19 0.1511
H 5.82 3.42 1.88 0.1386
H 2.05 3.77 1.43 0.1206
C 1.04 -3.42 -3.22 0.0654
H -2.47 1.98 -4.62 0.1280
H 4.48 -4.97 3.32 0.1148
H 2.34 3.55 -1.17 0.1128
O -0.27 -2.24 4.30 -0.0995
C 4.20 2.75 3.06 -0.1432
C -7.01 0.92 -5.13 -0.1980
H 5.82 3.37 -0.52 0.1252
C -0.82 2.06 3.47 -0.0390
H 0.09 -7.52 -2.11 0.1211
H -1.35 -3.11 1.51 0.0753
N 0.43 -4.89 -3.17 0.1412
H -1.71 4.30 6.96 0.0785
C -3.92 -4.10 3.62 0.0516
H -2.81 3.60 -2.76 0.1249
C -3.03 -0.86 -3.85 -0.1063
C 2.09 4.46 -0.64 -0.1844
H -3.26 -4.36 4.45 0.0970
H 1.61 -7.49 -1.11 0.1217
H 4.15 -2.09 3.75 0.1046
C 3.31 -2.57 1.10 -0.0492
H 4.44 3.81 -1.39 0.1227
C 0.91 -5.71 -1.91 -0.4188
C -2.81 -1.09 -5.36 -0.1899
H -3.78 -1.55 -3.46 0.1301
H -1.17 1.03 3.51 0.0675
H -1.29 -4.24 2.83 0.1008
H -3.02 2.21 -0.44 0.1173
H -1.49 2.83 -1.99 0.0825
H -2.17 -1.22 2.72 0.1083
C 3.24 -2.69 3.65 0.0261
C -6.96 0.48 -6.63 -0.0787
H 0.59 -2.89 -2.39 0.0686
C -2.59 -1.86 3.50 -0.0604
H -4.34 -3.60 1.14 0.1083
C 5.51 5.45 -0.33 -0.2603
H -6.89 1.37 -7.26 0.0708
C 2.12 -4.49 2.36 0.0293
H 5.45 -3.70 2.61 0.1062
H -3.66 -0.82 -5.98 0.1004
H -6.07 0.19 -3.12 0.1065
C 4.75 -2.06 0.70 -0.2329
N -1.70 2.94 4.32 0.0237
H -4.79 2.27 -3.97 0.1487
C 3.64 1.63 2.19 -0.1674
H -4.38 1.17 -5.27 0.1235
H -2.09 -0.42 -5.84 0.1098
C 2.70 4.37 0.79 -0.0511
H 4.71 6.15 -0.08 0.1130
F 0.57 -0.07 1.50 -0.1730
H -5.62 -0.61 -4.56 0.1049
H -4.94 -2.21 2.16 0.1123
H 0.57 5.88 -0.09 0.1330
H 0.12 4.18 -2.53 0.0710
H 7.05 5.06 -1.69 0.0832
F 0.45 -1.96 0.18 -0.2215
H 0.77 -5.37 -3.99 0.1644
H 0.19 1.98 3.86 0.0857
C 3.87 2.03 0.78 -0.1101
H 7.04 6.69 -1.16 0.0940
O 5.49 -1.38 1.66 -0.0481
C -2.14 -2.49 -5.62 -0.0726
C -3.43 2.18 -1.45 -0.1642
H -4.80 -3.55 3.96 0.1182
H 6.09 5.62 0.58 0.1131
N 4.05 3.56 0.76 -0.1470
H 0.82 5.74 -2.42 0.0967
N 3.31 -3.49 2.33 -0.2917
H 6.33 -1.12 1.26 0.1173
H 4.98 2.41 3.74 0.1291
H 2.03 -4.94 3.35 0.1135
H 2.61 -1.76 1.30 0.0951
H 3.04 -3.22 4.59 0.1184
H 4.66 -1.43 -0.19 0.1208
C -1.13 3.38 6.83 -0.0351
C 1.11 -7.14 -2.01 0.0427
H -0.10 3.68 6.67 0.0594
H -4.66 0.35 -1.49 0.1182
F -0.29 1.27 -0.22 -0.1628
H 0.17 -1.40 4.45 0.0683
H 4.12 0.67 2.35 0.1014
H -0.84 2.51 2.48 0.0734
H 2.24 -5.27 1.61 0.0946
H 5.82 6.16 -2.38 0.0891
H 2.70 5.14 -1.23 0.1125
C -1.95 -3.84 2.06 0.0115
C 4.97 4.05 -0.47 -0.0893
H 0.07 4.21 0.00 0.1003
N -3.13 -3.11 2.73 -0.3283
C -4.68 1.21 -4.22 -0.1155
H -1.87 -1.31 5.46 0.1249
H -1.74 -2.66 -6.61 0.0878
H 4.83 4.79 2.39 0.1375
H 2.78 -3.11 0.32 0.1135
H -0.97 2.75 7.70 0.0884
H 2.38 -2.03 3.56 0.0841
H -1.39 1.04 -3.58 0.1229
N -3.47 0.57 -3.42 -0.1472
C -4.09 -2.67 1.65 0.0041
H -7.93 0.15 -6.99 0.0824
H 2.12 -3.50 -3.04 0.1041
H -2.92 -3.23 -5.45 0.0772
C 4.58 -4.32 2.45 0.0021
H 5.31 -2.88 0.25 0.1190
H -4.07 -5.02 3.06 0.1135
H 3.51 3.24 3.75 0.1218
H 2.58 1.45 2.37 0.0969
O 1.22 -5.15 -0.95 0.1790
H -4.33 2.80 -1.47 0.1283
H -7.22 1.99 -5.14 0.1086
H -3.50 -1.41 3.89 0.1365
H -7.99 0.63 -4.75 0.1052
C -5.89 0.37 -4.18 -0.1877
H -1.31 -2.70 -4.94 0.0327
H 4.73 -5.03 1.64 0.1142
H -2.12 -1.02 -3.27 0.0991
H -2.34 -4.56 1.35 0.1032
H -6.06 -0.10 -6.87 0.0598
C -2.46 2.62 -2.44 -0.1747
C 6.37 5.89 -1.48 -0.0699
C -2.32 1.60 -3.61 -0.0496
C 0.65 4.91 -0.60 -0.2947
C 0.10 5.08 -1.93 -0.1196
O -2.39 1.52 5.97 -0.0348
H 1.64 -7.39 -2.93 0.1181
H -2.99 -0.03 -1.44 0.0947
C -3.69 0.71 -1.83 -0.0416
H -2.63 2.88 3.93 0.1328
H 4.79 1.56 0.44 0.1314
F -1.44 -0.71 0.46 -0.1801
H -3.72 -1.91 0.96 0.0919
H -0.93 5.44 -1.87 0.0923
H -1.91 -2.98 5.35 0.1198
C -1.69 -2.11 4.74 -0.1357
C -1.77 2.53 5.76 -0.5866
F 1.62 -0.09 -0.56 -0.1740
H 1.27 -3.84 2.15 0.0847
F -0.32 -0.88 -1.51 -0.1778
H 3.01 1.73 0.17 0.1123
H 0.94 -2.95 -4.20 0.0973
H -0.58 -4.94 -3.15 0.1699
P 0.08 -0.34 -0.04 0.2940
```


[5]
The following is a quantum chemistry calculation of a molecular structure, C30H45CrO3Si4 in a non-equilibrium geometry, from OMol25.

As for the net charge: +2. As for the LUMO energy (alpha / beta): -5.613 / -10.216 eV. Its multiplicity is 4. As for the molecular weight: 618.0 Da. The largest force on an atom is 5.8 eV Å⁻¹. The total energy is -97896.0803 eV. The calculation puts the HOMO-LUMO gap (alpha / beta) at 6.91 / 3.51 eV.

Structure (XYZ):
```
83
Properties=species:S:1:pos:R:3:lowdin_charge:R:1
H -2.97 -4.79 14.87 0.0490
H 1.27 0.41 7.35 0.1527
H -3.86 -4.48 9.55 0.1401
H 0.01 -4.69 11.05 0.0046
H -3.07 -0.78 9.21 0.0837
Si -4.33 -4.89 12.91 0.6899
H -0.87 -0.80 7.84 0.1559
C 2.26 0.51 10.59 -0.0769
H -2.48 -2.30 13.65 0.0447
O 2.76 1.40 11.15 0.1972
C -4.57 -9.25 11.23 -0.1660
H -4.40 0.52 7.56 0.1112
C -5.41 -3.07 16.95 -0.1781
H 1.32 -4.00 9.71 0.1396
H -3.79 -3.70 11.26 0.0047
C 0.10 -1.22 8.14 -0.0342
H -5.96 -2.13 16.82 0.0456
H -7.37 -2.66 7.50 0.1254
H 3.45 -0.56 8.13 0.1619
H -2.64 -6.36 13.96 0.0690
C -5.42 -3.80 13.94 -0.3333
C -2.28 -3.09 9.98 -0.0292
H -4.10 -6.70 9.47 0.0397
Cr 1.20 -0.95 10.04 0.2259
H 0.98 -3.79 14.10 0.0279
H -0.74 -2.01 13.26 0.0341
H -4.89 -2.83 13.99 0.0375
C 0.10 -2.39 8.93 -0.2628
H -5.64 -3.43 17.97 0.0480
Si -1.20 -4.44 13.17 0.4982
H 3.48 -2.76 9.34 0.1576
H -5.59 -6.85 15.68 0.0307
C -5.20 -6.00 16.25 -0.1813
H -3.52 -9.03 11.50 0.0386
H -4.59 -9.65 10.21 0.0501
O -1.10 0.69 11.20 0.1775
O 2.01 -1.85 12.82 0.1511
C -4.46 -2.45 9.31 -0.1895
H -4.48 -7.25 13.40 0.0339
H -5.49 -6.15 17.29 0.0527
C -7.79 -4.56 15.77 -0.1780
H -8.09 -4.87 16.78 0.0490
C 1.70 -1.60 11.72 -0.0736
C -5.15 -6.61 12.82 -0.2362
C -7.45 -8.00 11.28 -0.1492
C 0.24 -4.56 14.37 -0.1400
H -5.68 -7.31 8.84 0.0572
C -4.01 -1.18 8.88 -0.0490
H -8.01 -7.08 11.53 0.0444
H -4.33 -2.86 16.91 0.0343
C -2.75 -5.26 13.90 -0.2573
C -3.67 -3.51 10.17 -0.1371
H -6.09 -3.85 9.25 0.0840
C 2.50 -1.10 8.29 -0.0983
H -6.55 -0.41 6.68 0.1299
C -6.45 -2.21 7.93 -0.0563
H -4.10 -6.02 16.22 0.0219
Si -5.94 -4.37 15.72 0.4501
C 1.34 -3.02 9.21 -0.0283
C 2.54 -2.33 8.96 -0.0676
H -1.60 -5.43 10.90 0.0289
H -1.89 -2.38 11.97 -0.0115
C -1.10 -2.77 9.71 0.0431
Si -5.59 -7.67 11.24 0.5250
C 1.29 -0.54 7.88 -0.0695
C -5.95 -0.97 7.46 -0.0639
H -8.31 -3.61 15.56 0.0453
C -0.74 -5.31 11.56 -0.1517
H -7.72 -8.79 12.00 0.0502
H -6.09 -6.44 13.34 0.0345
C -0.26 0.04 10.69 -0.0548
H -0.10 -4.38 15.40 0.0534
H 0.72 -5.55 14.31 0.0511
C -5.19 -6.74 9.65 -0.1801
H -5.61 -5.73 9.71 -0.0021
C -4.74 -0.44 7.97 -0.0622
H -4.96 -10.01 11.92 0.0467
H -8.15 -5.32 15.07 0.0341
C -5.71 -2.91 8.89 -0.0558
H -6.33 -3.65 13.32 0.0490
H -0.31 -6.30 11.79 0.0564
C -1.63 -2.59 13.01 -0.1472
H -7.75 -8.33 10.27 0.0536
```


[6]
The following is a quantum chemistry calculation of 5 unconnected molecules or ions with the total composition C15H25ClNO14PSi in a non-equilibrium geometry, from OMol25.

As for the net charge: 0. As for the LUMO energy: -0.277 eV. As for the SMILES: C[Si@H](CC(=O)Cl)P(N)O.O=C1OCCO1.O=C1OCCO1.O=C1OCCO1.O=C1OCCO1. As for the molecular weight: 537.9 Da. The largest force on an atom is 9.1 eV Å⁻¹. The total energy is -75802.9229 eV. The calculation puts the HOMO-LUMO gap at 8.17 eV.

Structure (XYZ):
```
58
Properties=species:S:1:pos:R:3:lowdin_charge:R:1
O -1.64 -2.56 5.99 0.0558
O -5.00 2.06 2.58 0.0620
O 3.02 -1.46 -4.43 -0.0868
C -0.97 0.04 1.27 -0.5175
C 3.16 -0.42 -3.60 -0.5949
Si 6.11 -0.71 -3.04 0.4224
O -6.95 1.14 3.34 0.1259
H -1.47 0.25 -3.76 0.1300
H 8.75 1.95 -2.14 0.0280
C -0.54 -1.86 5.58 -0.5269
O -0.48 -0.89 0.40 0.0482
H -1.71 -2.55 2.85 0.1332
C -0.67 -2.16 1.00 -0.1254
Cl 1.53 0.26 -2.91 0.5697
C -4.40 2.10 1.30 -0.1359
H 5.94 -3.29 -3.10 0.0605
C -1.79 -1.92 1.96 -0.1299
O 0.45 -2.35 5.08 0.1246
H 7.16 1.84 -5.56 0.0617
H 6.41 -0.90 -1.61 -0.0329
H -2.25 -1.78 7.78 0.1365
O -0.71 -0.52 5.81 0.0646
P 7.83 0.50 -3.80 0.6823
C 4.53 0.34 -3.16 -0.3148
H 4.72 1.30 -3.84 0.1001
H 0.26 -2.45 1.50 0.1412
O -3.57 1.95 -3.02 0.0632
H 4.33 0.79 -2.07 0.1007
H -1.66 2.62 -3.49 0.1399
H -0.93 0.39 -2.06 0.0664
C -2.46 -1.67 6.71 -0.1380
O 7.26 1.98 -4.56 -0.4442
H -2.77 -2.07 1.50 0.1395
O -5.15 0.35 -2.60 0.1256
O -1.64 -0.56 2.30 0.0525
H -5.33 1.56 -0.57 0.1110
C -2.18 2.02 -2.74 -0.1306
H -5.95 3.07 0.15 0.1415
H -2.14 0.46 6.95 0.1394
C -3.98 0.70 -2.66 -0.5255
C 6.08 -2.43 -3.90 -0.2911
N 8.90 0.95 -2.40 -0.2663
C -2.06 -0.33 6.19 -0.1357
H -3.80 3.01 1.18 0.1415
C -6.23 1.49 2.42 -0.5162
C -5.56 2.07 0.37 -0.1280
C -1.75 0.59 -2.76 -0.1783
H -3.52 -1.89 6.54 0.1395
H 5.36 -2.52 -4.82 0.0437
H 7.17 -2.61 -4.33 0.0428
O -6.54 1.35 1.10 0.0730
H -0.92 -2.91 0.25 0.1413
H -2.63 -0.04 5.31 0.1352
O -2.92 -0.10 -2.36 0.0645
O -0.82 1.24 1.15 0.1224
H 9.91 0.87 -2.70 0.0309
H -3.74 1.23 1.19 0.1221
H -2.04 2.49 -1.76 0.1352
```